[1]
The following is a DFT calculation (the ωB97M-V functional and the def2-TZVPD basis) of 6 unconnected molecules or ions with the total composition C32H61N6PS4.

Values from the calculation:
SMILES: CCCCN(CCCCP(S)S)C(=S)SCCC.CCCC#N.CCCC#N.CCCC#N.CCCC#N.CCCC#N
E_LUMO in eV: -0.687
Frontier orbital gap in eV: 7.39

```
104
C32H61N6PS4 the ωB97M-V functional and the def2-TZVPD basis
C 2.8149 -4.0814 1.7663
C 2.6335 -3.1513 0.4153
C 1.2460 -2.2798 0.3686
C 0.7902 -1.6185 1.7992
N 1.5184 -0.3035 1.9614
C 2.5057 -0.3090 3.1066
C 4.0891 -0.5005 2.6181
C 4.6224 0.7246 1.6536
C 5.3953 1.9039 2.5138
P 5.8064 3.3469 1.3289
S 6.3558 2.6666 -0.6382
S 4.0328 4.5576 1.0777
C 0.5913 0.8905 1.9826
S 0.9650 2.1853 0.8915
S -0.9176 1.1243 3.0676
C -2.4078 0.5093 2.1021
C -3.5435 1.6487 1.7873
C -2.9527 3.1244 1.3777
H 1.7631 -4.5901 1.9970
H 3.0543 -3.3623 2.6799
H 3.6609 -4.8833 1.6527
H 3.6028 -2.4958 0.1794
H 2.5712 -3.9209 -0.4956
H 1.4512 -1.3647 -0.3698
H 0.3211 -2.8644 -0.0971
H -0.3676 -1.3521 1.6840
H 0.8558 -2.3404 2.7224
H 2.3215 -1.1912 3.8894
H 2.5050 0.7075 3.7313
H 4.8361 -0.5758 3.5438
H 4.2402 -1.4949 2.0080
H 5.4389 0.2845 0.9062
H 3.7646 1.1629 0.9566
H 4.7590 2.2827 3.4379
H 6.4248 1.4620 2.9081
H 5.2441 2.7616 -1.5244
H 4.4408 5.7998 0.5096
H -2.8515 -0.4168 2.7088
H -2.0388 0.0628 1.0648
H -4.3025 1.7356 2.7023
H -4.1810 1.2720 0.8512
H -3.2357 3.8532 2.2799
H -3.5594 3.4827 0.4147
H -1.7987 3.1131 1.1481
C 1.3702 8.7831 2.6743
C 1.9769 7.6384 3.4795
C 1.1750 6.3405 3.3657
C -0.2339 6.5596 3.8923
N -1.4028 6.7413 4.3291
H 0.3700 9.0446 3.0339
H 1.9911 9.6804 2.7622
H 1.2978 8.5208 1.6126
H 2.0458 7.9422 4.5312
H 2.9992 7.4597 3.1284
H 1.6574 5.5486 3.9483
H 1.1228 6.0106 2.3224
C -3.1644 4.2984 -3.8906
C -1.7852 3.6596 -3.7630
C -1.8480 2.1458 -3.5507
C -2.6033 1.8381 -2.2681
N -3.2301 1.5828 -1.2040
H -3.7544 4.1723 -2.9773
H -3.0699 5.3742 -4.0695
H -3.7235 3.8613 -4.7259
H -1.2521 4.1306 -2.9280
H -1.2105 3.8702 -4.6716
H -0.8356 1.7342 -3.4792
H -2.3534 1.6598 -4.3922
C -4.0361 0.4004 -8.1830
C -4.9990 0.8793 -7.1013
C -5.7284 2.1690 -7.4827
C -4.7187 3.2827 -7.7071
N -3.8810 4.2068 -7.8933
H -3.2368 1.1262 -8.3629
H -3.5600 -0.5375 -7.8797
H -4.5630 0.2257 -9.1280
H -4.4396 1.0298 -6.1699
H -5.7379 0.0933 -6.9098
H -6.4156 2.4627 -6.6822
H -6.3143 2.0238 -8.3968
C 1.5731 -7.6326 5.4417
C 0.2951 -8.1132 4.7617
C 0.0292 -7.4095 3.4295
C -0.1222 -5.9147 3.6598
N -0.2476 -4.6745 3.8508
H 1.5199 -6.5696 5.6973
H 1.7373 -8.1823 6.3740
H 2.4442 -7.7890 4.7953
H -0.5503 -7.9535 5.4421
H 0.3691 -9.1924 4.5880
H -0.8888 -7.7981 2.9761
H 0.8539 -7.5849 2.7303
C -1.5907 -4.4678 -2.0833
C -0.2662 -4.7252 -2.7946
C -0.0493 -6.2015 -3.1322
C -0.0373 -7.0242 -1.8542
N -0.0276 -7.7067 -0.7939
H -1.6375 -4.9812 -1.1177
H -1.7154 -3.3979 -1.8879
H -2.4361 -4.8040 -2.6944
H 0.5529 -4.3644 -2.1604
H -0.2396 -4.1386 -3.7195
H 0.9057 -6.3315 -3.6523
H -0.8460 -6.5671 -3.7890
```

[2]
The following is a DFT calculation (the ωB97M-V functional and the def2-TZVPD basis) of 2 unconnected molecules or ions with the total composition C4H11NO2S.

Values from the calculation:
SMILES: CC(=O)NCCS.O
E_LUMO in eV: 0.622
Relative energy (zero: lowest compared OMol25 entry of this formula, charge and spin) in kcal/mol: 44.4
Frontier orbital gap in eV: 9.56

```
19
C4H11NO2S the ωB97M-V functional and the def2-TZVPD basis
O 0.8165 1.2621 -0.8514
C 1.4743 0.7966 0.0445
N 1.0134 -0.4775 0.5598
C 0.0758 -1.4275 0.0315
C -1.2747 -1.6340 0.6464
S -1.9554 0.0022 1.2356
C 2.4706 1.5736 0.8555
H 1.4142 -0.9048 1.3337
H 0.0654 -1.2225 -1.2210
H 0.4625 -2.5180 0.0000
H -1.1584 -2.3835 1.5314
H -2.1158 -2.0315 0.0602
H -1.2855 0.7881 0.3741
H 2.8707 2.3715 0.2174
H 1.9705 2.2021 1.5786
H 3.3443 1.1165 1.2009
H 0.2489 0.4988 -3.2810
H -0.9200 0.2978 -2.3314
O -0.4640 -0.1072 -3.2258
```

[3]
The following is a DFT calculation (the ωB97M-V functional and the def2-TZVPD basis) of a molecular structure, C32H42B2F4N8OsS2.

Values from the calculation:
E_LUMO (spin up / spin down) in eV: -1.134 / -3.654
Multiplicity: 5
Frontier orbital gap (spin up / spin down) in eV: 7.87 / 5.30

```
91
C32H42B2F4N8OsS2 the ωB97M-V functional and the def2-TZVPD basis
Os 0.0633 -0.4513 -0.1615
C 2.2651 4.1947 1.7973
C 2.2389 2.8839 1.1371
C 3.3923 2.1670 0.7587
C 2.8518 0.9423 0.0734
N 1.5825 0.9518 0.2646
N 1.1867 2.2091 0.8054
B -0.4144 2.4595 0.7639
N -0.6602 2.2580 -0.7687
N -0.7640 1.0274 -1.4170
C -1.2589 1.2100 -2.6518
C -1.5979 2.5353 -2.7412
C -1.2220 3.1858 -1.5495
C -1.3944 4.6344 -1.2672
C -1.2417 0.1267 -3.7088
C 0.0335 -0.6047 -3.7819
C -2.4089 -0.8344 -3.4499
C -1.4568 0.7687 -5.0958
N -1.1796 1.5648 1.7315
N -1.4059 0.2389 1.4160
C -2.2711 -0.2393 2.3391
C -2.5671 0.7280 3.2966
C -1.8889 1.8835 2.8656
C -1.9511 3.2594 3.4845
C -2.7664 -1.6940 2.4253
C -1.5342 -2.4262 3.0450
C -3.9352 -1.8293 3.4306
C -3.2844 -2.3310 1.1466
C 3.7101 -0.0465 -0.6016
C 4.7960 0.8174 -1.1835
C 4.4319 -0.9658 0.4296
C 3.0068 -0.8538 -1.6398
H 2.1366 5.0635 1.1085
H 1.3890 4.3207 2.4242
H 3.2402 4.2672 2.2827
H 4.3632 2.5461 0.8580
H -0.5715 3.6273 1.0041
H -1.8231 3.0653 -3.6284
H -2.2166 5.0701 -1.8346
H -1.4886 4.9323 -0.2652
H -0.4825 5.1380 -1.5609
H 0.5160 -0.9147 -2.8692
H -0.1239 -1.4802 -4.3129
H 0.7580 0.0378 -4.3315
H -2.5076 -1.2435 -2.4339
H -3.4247 -0.4919 -3.6995
H -2.2918 -1.7243 -4.1633
H -0.6074 1.4654 -5.2559
H -1.4021 -0.0179 -5.8795
H -2.3707 1.4130 -5.1520
H -3.2071 0.5853 4.1623
H -2.7882 3.4256 4.1427
H -1.0356 3.4217 4.0306
H -2.0053 4.0069 2.6963
H -1.4613 -2.1238 4.0533
H -1.7252 -3.4580 3.1161
H -0.5888 -2.2556 2.5399
H -3.7285 -1.5918 4.4448
H -4.7543 -1.1214 3.1091
H -4.2326 -2.9080 3.4060
H -2.6372 -2.1455 0.3326
H -3.3385 -3.3925 1.3300
H -4.2710 -1.9069 0.9247
H 5.2506 1.4445 -0.4169
H 5.5825 0.2109 -1.6177
H 4.4063 1.4843 -1.9795
H 5.0853 -0.3623 1.0978
H 3.7574 -1.4758 1.1069
H 5.0800 -1.6291 -0.1755
H 2.3993 -0.2228 -2.3118
H 3.6789 -1.3519 -2.3096
H 2.4251 -1.6701 -1.2932
S 1.3744 -1.7516 1.2413
C 0.7354 -3.3213 1.1095
C 1.0887 -4.3283 1.9742
C 0.4348 -5.5591 2.0345
C 0.9040 -6.5420 2.9467
N 1.2980 -7.3310 3.6575
C -0.6492 -5.7706 1.2338
C -1.0641 -4.7580 0.3203
C -0.3067 -3.5798 0.1652
S -0.7116 -2.4529 -1.1702
C -1.4589 -6.9728 1.4536
N -2.1188 -7.9055 1.7048
H 1.7457 -4.1476 2.7831
H -1.9283 -4.9566 -0.2638
F 3.6325 4.0580 -2.3063
B 2.2489 3.8911 -2.6463
F 1.5672 4.5418 -1.5812
F 2.0715 4.4803 -3.8444
F 1.7957 2.5978 -2.6842
```

[4]
The following is a DFT calculation (the ωB97M-V functional and the def2-TZVPD basis) of a gas-phase ion, C7H12ClN2O2S (charge +1).

Values from the calculation:
SMILES: O=S(=O)(Cl)CCCCc1c[nH]c[nH+]1
E_LUMO in eV: -3.367
Relative energy (zero: lowest compared OMol25 entry of this formula, charge and spin) in kcal/mol: 0.0
Net charge: +1
Frontier orbital gap in eV: 10.20

```
25
C7H12ClN2O2S the ωB97M-V functional and the def2-TZVPD basis
O 4.2310 -1.2957 -1.5145
S 3.6666 -0.3565 -0.6074
O 4.1076 -0.5368 0.7381
Cl 4.2219 1.5170 -1.2487
C 1.8658 -0.3956 -0.7207
C 1.1644 -0.7640 0.6051
C 0.5699 0.4230 1.3838
C -0.4871 1.2417 0.6202
C -1.7015 0.4516 0.1980
C -2.2802 -0.6550 0.6903
N -3.3495 -0.8921 -0.1682
C -3.4184 0.0200 -1.0963
N -2.4240 0.8826 -0.9025
H 1.6307 -1.1782 -1.4508
H 1.5339 0.5416 -1.1786
H 1.9058 -1.2370 1.2616
H 0.4322 -1.5498 0.3838
H 0.1153 0.0047 2.2937
H 1.3727 1.0986 1.6964
H -0.8078 2.1234 1.1909
H -0.0087 1.6457 -0.2850
H -1.9640 -1.2145 1.5562
H -3.9874 -1.6743 -0.0913
H -4.1463 0.0956 -1.8928
H -2.2428 1.7041 -1.4613
```

[5]
The following is a DFT calculation (the ωB97M-V functional and the def2-TZVPD basis) of 2 unconnected molecules or ions with the total composition C3H2F4O.

Values from the calculation:
E_LUMO in eV: 0.327
Relative energy (zero: lowest compared OMol25 entry of this formula, charge and spin) in kcal/mol: 76.4
Frontier orbital gap in eV: 9.25

```
10
C3H2F4O the ωB97M-V functional and the def2-TZVPD basis
C -0.4478 -1.2792 -1.1835
C -0.4474 -0.4589 -0.0995
C 1.1307 2.0206 1.9919
O 0.5752 -1.2484 -2.1052
F -1.4622 -0.4944 0.7943
F 0.3462 0.4915 0.2099
F 0.0352 1.6412 2.6723
F 1.1113 3.3142 1.9827
H -1.1534 -2.1505 -1.3699
H 0.3122 -1.8362 -2.8930
```

[6]
The following is a DFT calculation (the ωB97M-V functional and the def2-TZVPD basis) of 2 unconnected molecules or ions with the total composition C3H5ClFNO3.

Values from the calculation:
E_LUMO (spin up / spin down) in eV: 0.670 / -2.271
Multiplicity: 3
Relative energy (zero: lowest compared OMol25 entry of this formula, charge and spin) in kcal/mol: 0.0
Frontier orbital gap (spin up / spin down) in eV: 8.17 / 7.68

```
14
C3H5ClFNO3 the ωB97M-V functional and the def2-TZVPD basis
C 1.7657 -0.0463 0.0513
C 0.6667 -1.0629 0.0807
C -0.9617 0.4542 0.8612
N -1.2999 0.7380 -0.4128
O -0.9967 1.7324 -1.0377
O -2.0243 -0.2660 -1.0337
O 0.2222 -1.3452 -0.9512
F -1.8022 -0.3881 1.5346
Cl -0.2156 1.7228 1.7773
H 2.0996 0.1874 0.9906
H 1.1985 0.7638 -0.4837
H 2.5721 -0.4600 -0.5412
H 0.3152 -1.4319 1.0120
H -1.5396 -0.5984 -1.8474
```

[7]
The following is a DFT calculation (the ωB97M-V functional and the def2-TZVPD basis) of C4H9NO in the gas phase.

Values from the calculation:
SMILES: C/C(N)=C\CO
E_LUMO in eV: 1.006
Relative energy (zero: lowest compared OMol25 entry of this formula, charge and spin) in kcal/mol: 33.9
Frontier orbital gap in eV: 9.08

```
15
C4H9NO the ωB97M-V functional and the def2-TZVPD basis
C -1.6827 -0.2916 -0.2200
C 0.9516 0.1366 1.3135
C 0.8581 -0.1578 -0.1641
N 2.0631 -0.2453 -0.8375
C -0.3132 -0.2966 -0.8122
O -2.2439 0.9948 -0.4151
H -3.0799 1.0114 0.0791
H 2.8002 0.3233 -0.4272
H 1.9823 -0.0959 -1.8403
H -1.6877 -0.5365 0.8455
H -2.3096 -1.0287 -0.7326
H -0.2987 -0.4695 -1.8857
H 1.7049 0.9098 1.5022
H 0.0145 0.5119 1.7339
H 1.2411 -0.7660 1.8606
```

[8]
The following is a DFT calculation (the ωB97M-V functional and the def2-TZVPD basis) of 6 unconnected molecules or ions with the total composition C32H55NO10.

Values from the calculation:
SMILES: CCCOC1=C(COC(C)=O)C(=O)C(N)=CC1=O.C1CCOC1.C1CCOC1.C1CCOC1.C1CCOC1.C1CCOC1
E_LUMO in eV: -0.518
Frontier orbital gap in eV: 8.03

```
98
C32H55NO10 the ωB97M-V functional and the def2-TZVPD basis
C 5.4859 -0.9817 -0.3938
C 4.0052 -1.0613 -0.8264
C 3.8710 -0.5907 -2.2671
O 2.5160 -0.6473 -2.7431
C 1.5972 0.1595 -2.1895
C 0.2900 -0.1442 -2.2893
C -0.2499 -1.3931 -2.9251
O 0.3324 -2.5709 -2.3532
C 0.1061 -2.7207 -1.0371
C 0.8513 -3.8840 -0.4626
O -0.6340 -1.9993 -0.4133
C -0.6973 0.7887 -1.7221
O -1.8336 0.8740 -2.1490
C -0.2476 1.6073 -0.5463
N -1.2347 1.9958 0.3421
C 1.0587 1.9254 -0.4681
C 1.9699 1.4702 -1.5225
O 2.9344 2.1219 -1.8777
H 5.5891 -0.4820 0.5669
H 6.0896 -0.4485 -1.1289
H 5.9085 -1.9824 -0.3057
H 3.3739 -0.4654 -0.1651
H 3.6839 -2.1052 -0.8032
H 4.4220 -1.2802 -2.9093
H 4.3025 0.3968 -2.4052
H -0.0317 -1.4287 -3.9920
H -1.3321 -1.3980 -2.8003
H 1.7282 -4.1298 -1.0571
H 1.1079 -3.6631 0.5702
H 0.1593 -4.7292 -0.4425
H -2.1290 1.6100 0.0619
H -1.0233 1.6948 1.2893
H 1.4431 2.5486 0.3289
C -0.0301 -0.1534 5.0536
C 0.1255 1.3305 5.3843
C 0.0579 1.9633 4.0016
O -0.7996 1.1210 3.2238
C -1.0360 -0.1125 3.9121
H -0.3751 -0.7554 5.8924
H 0.9206 -0.5634 4.7063
H -0.7118 1.6696 5.9975
H 1.0497 1.5687 5.9079
H 1.0462 1.9926 3.5300
H -0.3520 2.9733 4.0097
H -2.0643 -0.1128 4.2875
H -0.9233 -0.9363 3.2068
C -3.3521 2.4676 -4.4060
C -3.0858 3.9087 -3.9826
C -3.2473 4.6555 -5.3006
O -4.2089 3.9231 -6.0624
C -4.4454 2.6533 -5.4494
H -3.6492 1.8178 -3.5877
H -2.4583 2.0417 -4.8667
H -3.8458 4.2330 -3.2667
H -2.1071 4.0608 -3.5297
H -2.3037 4.6829 -5.8567
H -3.6018 5.6794 -5.1737
H -5.4376 2.6694 -4.9830
H -4.4402 1.8812 -6.2197
C -3.0403 -6.3549 2.7514
C -3.8793 -5.3529 1.9606
C -2.8159 -4.3780 1.4724
O -1.6214 -5.1467 1.3018
C -1.7779 -6.4332 1.9030
H -3.5193 -7.3241 2.8812
H -2.8080 -5.9536 3.7402
H -4.3570 -5.8487 1.1129
H -4.6540 -4.8667 2.5512
H -2.6261 -3.5917 2.2105
H -3.0675 -3.9029 0.5247
H -1.8791 -7.1844 1.1120
H -0.8844 -6.6633 2.4849
C -6.4342 4.4749 -1.0576
C -6.0487 2.9984 -1.1029
C -6.5856 2.4984 0.2312
O -7.7343 3.2955 0.5241
C -7.7886 4.4140 -0.3629
H -6.4852 4.9458 -2.0384
H -5.7190 5.0316 -0.4480
H -6.5639 2.5011 -1.9281
H -4.9787 2.8262 -1.2178
H -5.8483 2.6348 1.0303
H -6.8790 1.4483 0.2082
H -8.5964 4.2536 -1.0852
H -8.0149 5.3114 0.2139
C 10.1307 -1.1111 2.0652
C 9.1850 -0.2065 2.8526
C 8.4972 0.5645 1.7333
O 8.4461 -0.3186 0.6122
C 9.2821 -1.4522 0.8473
H 10.4520 -1.9947 2.6142
H 11.0201 -0.5542 1.7632
H 8.4576 -0.8094 3.4005
H 9.6905 0.4459 3.5628
H 9.0685 1.4565 1.4556
H 7.4815 0.8722 1.9872
H 8.6483 -2.3257 1.0388
H 9.8747 -1.6457 -0.0473
```